{"formula": "C5H14P2", "method": "ωB97M-V with the def2-TZVPD basis set", "symbols": ["C", "C", "C", "C", "C", "P", "P", "H", "H", "H", "H", "H", "H", "H", "H", "H", "H", "H", "H", "H", "H"], "xyz": [[0.25783, -0.41546, -2.31584], [-1.79956, 0.70270, -1.62090], [0.34525, 1.21832, -0.42834], [0.07225, -0.62579, 3.17413], [-0.43020, 0.09722, -1.10282], [1.75710, -0.40069, 2.66519], [-0.87496, -1.33495, 0.05690], [1.31093, -0.54600, -2.42660], [-0.09227, -1.35824, -2.58785], [-0.01739, 0.27335, -3.13266], [-1.44387, 1.65756, -2.08119], [-2.49142, 0.74252, -0.72959], [-2.15098, -0.12268, -2.27016], [0.72636, 1.76460, -1.20797], [-0.46941, 1.75597, 0.21976], [1.21987, 0.86922, 0.20504], [-0.09660, -1.43942, 3.94524], [-0.79795, -0.17630, 2.76778], [2.05424, 0.79355, 3.38189], [2.50650, -1.38608, 3.32058], [0.41427, -2.06937, 0.16741]], "atomic_forces_ev_per_a": [[0.124, 1.104, -1.654], [1.202, -1.522, 1.464], [-1.576, -1.391, 3.548], [0.717, -2.241, 1.774], [-0.423, -0.384, 1.193], [-0.330, 0.916, -1.106], [0.698, -0.327, 0.053], [1.095, 0.334, 0.955], [-1.054, -1.687, -0.629], [0.180, -0.240, -0.075], [-1.257, -0.686, 0.094], [0.513, 0.681, -1.137], [-0.364, 1.128, -0.243], [0.822, 2.115, -1.641], [2.012, -0.398, -1.007], [-1.176, 0.361, -0.637], [-0.091, 1.027, -1.153], [-0.319, 0.622, -0.330], [0.323, -0.355, 0.152], [-0.220, 0.093, 0.683], [-0.876, 0.846, -0.303]], "e_above_lowest_ev": 4.6262, "lumo_ev": [-0.7, -0.2], "homo_lumo_gap_ev": [7.27, 7.84], "e_homo_ev": [-7.954, -8.056]}